A structure of composition C16H48K5O12P. Source: the OMol25 dataset; level of theory: ωB97M-V/def2-TZVPD.

## Properties
* Kohn-Sham gap: 6.9200 eV
* 2S+1: 1
* total charge: +2
* energy relative to the best compared isomer or geometry (same formula, charge and spin): 0.00 kJ/mol

XYZ file:
```
82
Properties=species:S:1:pos:R:3:lowdin_charge:R:1
K 10.6643 -13.8687 9.0219 0.913
K 8.9620 -14.2274 12.3078 0.900
K 12.0174 -12.3365 12.0215 0.915
K 14.2728 -15.4732 13.7718 0.896
K 9.9134 -18.2016 11.6700 0.911
P 11.9744 -15.6098 11.4415 0.072
O 10.5590 -15.8563 10.8468 -0.584
O 12.7761 -14.5659 10.5967 -0.469
O 12.5848 -17.0263 11.6405 -0.389
O 11.7331 -14.9842 12.8593 -0.519
C 8.8634 -16.9689 16.0907 -0.059
C 10.0310 -16.2127 15.4822 -0.284
O 10.0613 -16.4684 14.0659 -0.206
H 8.9550 -18.0250 15.8351 0.085
H 7.8877 -16.6310 15.7436 0.076
H 8.9044 -16.8736 17.1756 0.088
H 10.9770 -16.5264 15.9272 0.123
H 9.8644 -15.1305 15.5777 0.101
H 10.7540 -15.9195 13.6290 -0.036
C 16.9126 -12.2424 11.4886 -0.067
C 15.8055 -12.9386 10.7127 -0.303
O 14.7985 -13.4090 11.5962 -0.184
H 16.5035 -11.5881 12.2611 0.077
H 17.5934 -11.7205 10.8217 0.085
H 17.5122 -12.9490 12.0734 0.078
H 16.1913 -13.7066 10.0383 0.115
H 15.3674 -12.1516 10.0757 0.114
H 14.1259 -13.9393 11.1159 -0.024
C 6.8992 -16.9795 8.2828 -0.053
C 7.8928 -16.1709 9.0695 -0.323
O 9.1994 -16.7496 8.9466 -0.146
H 6.7407 -17.9587 8.7340 0.087
H 7.2080 -17.1353 7.2516 0.093
H 5.9263 -16.4832 8.2543 0.088
H 7.6867 -16.1229 10.1523 0.102
H 8.0163 -15.1509 8.6872 0.094
H 9.7227 -16.3508 9.6725 -0.066
C 12.7732 -12.0534 16.8344 -0.060
C 12.0757 -13.1868 16.1255 -0.293
O 12.4605 -13.2254 14.7333 -0.188
H 13.7824 -12.3111 17.1532 0.084
H 12.2542 -11.8361 17.7707 0.089
H 12.7567 -11.1403 16.2430 0.082
H 10.9877 -13.0773 16.1944 0.107
H 12.2761 -14.1643 16.5737 0.118
H 11.9846 -13.9439 14.2897 -0.016
C 12.9916 -21.4464 9.2078 -0.072
C 13.5501 -20.3456 10.0902 -0.290
O 12.4788 -19.5372 10.5927 -0.138
H 12.2828 -22.0242 9.8101 0.078
H 13.7738 -22.1491 8.9253 0.082
H 12.4549 -21.0816 8.3348 0.072
H 14.1854 -19.6778 9.4986 0.107
H 14.1183 -20.7856 10.9134 0.114
H 12.8095 -18.6739 10.8596 0.000
C 13.9568 -20.0195 15.2153 -0.063
C 13.4894 -19.4137 13.8945 -0.299
O 12.9698 -18.0978 14.1187 -0.149
H 13.1064 -20.1497 15.8867 0.077
H 14.6631 -19.3301 15.6759 0.076
H 14.4205 -20.9871 15.0436 0.083
H 12.7353 -20.0216 13.3930 0.112
H 14.3918 -19.3256 13.2793 0.110
H 12.7905 -17.6791 13.2576 -0.012
C 13.4105 -17.5097 6.9085 -0.054
C 12.7983 -16.6263 7.9668 -0.326
O 13.5860 -15.4695 8.2089 -0.102
H 12.7907 -18.3887 6.7497 0.083
H 14.4026 -17.8457 7.2253 0.073
H 13.6178 -16.9175 6.0178 0.086
H 12.5479 -17.1562 8.8944 0.102
H 11.8547 -16.2069 7.5902 0.091
H 13.3521 -15.1721 9.1015 -0.008
C 17.3282 -16.9169 10.4412 -0.062
C 15.8205 -16.8780 10.3092 -0.304
O 15.2376 -17.4137 11.4899 -0.115
H 17.6081 -16.3908 11.3581 0.075
H 17.8276 -16.4373 9.6001 0.083
H 17.7213 -17.9292 10.5293 0.082
H 15.4903 -17.4586 9.4404 0.104
H 15.4806 -15.8471 10.1620 0.084
H 14.2724 -17.3174 11.4703 -0.004
```

A structure of composition C27H46N3O4P2Pd. Source: the OMol25 dataset; level of theory: ωB97M-V/def2-TZVPD.

## Properties
* Kohn-Sham gap: 6.5042 eV
* 2S+1: 1
* total charge: -1
* energy relative to the best compared isomer or geometry (same formula, charge and spin): 14.39 kJ/mol

XYZ file:
```
83
Properties=species:S:1:pos:R:3:lowdin_charge:R:1
Pd -0.2805 -1.2202 -0.5623 0.298
C -3.2581 -1.9325 3.5430 -0.059
C -3.3165 -3.4257 3.2281 -0.172
C -3.2969 -3.6652 1.7520 -0.316
C -3.1145 -5.1967 1.2956 -0.155
C -2.7305 -5.4134 -0.1469 -0.079
C -4.5817 -3.1533 1.1955 -0.433
O -5.6809 -3.6702 1.2595 0.080
N -4.4481 -1.9281 0.6065 0.189
C -3.2959 -1.2230 0.2816 -0.525
O -3.4097 -0.0379 -0.0675 0.015
N -2.1127 -1.9248 0.4012 0.047
C -2.0452 -2.9500 1.2504 -0.549
O -0.9975 -3.4448 1.6700 0.014
H -3.4221 -1.7474 4.5804 0.070
H -3.9963 -1.4271 2.9807 0.070
H -2.2404 -1.5799 3.3355 0.064
H -4.2201 -3.8087 3.6879 0.117
H -2.4054 -3.9652 3.6548 0.144
H -4.0549 -5.7069 1.4746 0.106
H -2.3372 -5.5328 2.0083 0.116
H -3.6071 -5.2224 -0.7723 0.085
H -2.4842 -6.4198 -0.2511 0.046
H -1.8539 -4.7926 -0.4036 0.082
H -5.3159 -1.4809 0.4032 0.150
C 1.2309 -3.4533 -3.1120 -0.117
C 1.2537 -1.9586 -3.4399 -0.509
C 0.0263 -1.4976 -4.2565 -0.119
P 1.3572 -0.8384 -1.8802 0.882
C 1.7824 0.9682 -2.5550 -0.482
C 0.5527 1.9211 -2.3921 -0.135
C 2.3414 1.0735 -3.9647 -0.135
C 3.0473 -1.3578 -1.2468 -0.557
C 2.8974 -2.6050 -0.3921 -0.147
C 4.1927 -1.3229 -2.2602 -0.116
H 0.7937 -4.0096 -3.9530 0.073
H 0.7247 -3.6990 -2.2006 0.048
H 2.2112 -3.8899 -2.9968 0.052
H 2.0710 -1.7117 -4.0434 0.050
H -0.7612 -1.3914 -3.5917 0.027
H -0.2085 -2.2168 -4.9824 0.055
H 0.1327 -0.5462 -4.6491 0.025
H 2.5328 1.2286 -1.8066 0.073
H -0.1047 1.8182 -3.2820 0.071
H 0.9135 2.9590 -2.5037 0.065
H -0.1313 1.7608 -1.5380 0.037
H 1.7130 0.5475 -4.6966 0.054
H 3.3518 0.5966 -4.0961 0.073
H 2.4245 2.0737 -4.3488 0.060
H 3.1733 -0.4733 -0.5958 0.080
H 2.9524 -3.4204 -1.1311 0.055
H 1.9685 -2.6529 0.1888 0.042
H 3.6891 -2.6993 0.3500 0.068
H 3.8968 -1.2579 -3.2907 0.029
H 4.8357 -2.2097 -2.1814 0.076
H 4.8078 -0.4318 -2.1734 0.068
N -1.5429 5.2170 0.2447 0.148
C -1.3202 4.3025 0.9188 -0.193
C -1.1657 3.1610 1.7671 -0.248
C -0.7227 3.3508 3.0834 -0.059
C -0.6085 2.2602 3.9233 -0.078
C -0.8778 0.9791 3.4197 -0.061
C -1.2933 0.8138 2.1103 -0.053
C -1.4368 1.9134 1.2407 -0.010
H -0.6132 4.2920 3.5847 0.101
H -0.4028 2.3569 5.0099 0.112
H -0.9258 0.1151 4.0150 0.081
H -1.5796 -0.1588 1.7586 0.050
H -1.8997 1.7589 0.3039 0.087
C 2.7207 4.0051 0.9905 -0.166
P 2.8961 5.8187 1.1841 0.498
C 2.1781 6.4456 -0.3051 -0.183
C 1.8063 6.4014 2.5457 -0.173
O 4.3059 6.2303 1.3570 -0.382
H 1.7797 3.4837 1.0216 0.027
H 3.3454 3.4552 1.7090 0.053
H 3.2037 3.7836 0.0234 0.050
H 2.8240 6.2255 -1.1000 0.036
H 2.0598 7.5159 -0.2286 0.054
H 1.1761 6.0615 -0.4319 0.036
H 0.7483 6.4097 2.2635 0.038
H 2.1724 7.4394 2.7339 0.058
H 2.0100 5.9282 3.4733 0.026
```

A structure of composition C39H34N5P2SW. Source: the OMol25 dataset; level of theory: ωB97M-V/def2-TZVPD.

## Properties
* Kohn-Sham gap (alpha / beta): 3.0346 / 2.9063 eV
* 2S+1: 1
* total charge: +3
* energy relative to the best compared isomer or geometry (same formula, charge and spin): 277.52 kJ/mol

XYZ file:
```
82
Properties=species:S:1:pos:R:3:lowdin_charge:R:1
W 0.2270 0.1004 0.3423 1.350
C 5.8884 1.1189 6.9495 -0.398
S 4.7634 -0.1792 6.4167 0.817
C 5.4529 -0.6144 4.7764 -0.467
C 4.3478 -0.9588 3.7860 -0.252
C 3.3958 0.2287 3.6224 -0.279
N 2.4171 0.0211 2.5532 -0.422
P 2.6966 0.4669 0.8911 1.032
C 4.4771 0.6650 0.6844 -0.358
C 5.2674 -0.3958 0.2368 -0.085
C 6.6214 -0.1904 0.0516 -0.035
C 7.1797 1.0592 0.2886 -0.014
C 6.3840 2.1182 0.7045 -0.028
C 5.0268 1.9310 0.8979 -0.097
C 2.1310 -1.1218 0.0946 -0.466
C 1.5826 -0.9294 -1.2202 -0.222
C 0.7269 -1.9158 -1.7731 -0.021
C 0.3418 -3.0142 -1.0222 -0.005
C 0.8438 -3.1856 0.2748 0.005
C 1.7240 -2.2602 0.8251 -0.084
P 0.7058 0.1091 2.7940 0.947
C 0.2902 1.8524 3.1074 -0.372
C -0.6983 2.3822 2.2691 -0.159
C -1.0659 3.7110 2.3709 -0.049
C -0.4398 4.5224 3.3087 -0.018
C 0.5376 4.0032 4.1437 -0.019
C 0.8976 2.6679 4.0590 -0.051
C 0.2581 -0.8386 4.2651 -0.327
C -0.6188 -0.2512 5.1811 -0.064
C -1.1147 -0.9997 6.2323 -0.031
C -0.7737 -2.3378 6.3583 -0.015
C 0.0923 -2.9258 5.4456 -0.036
C 0.6033 -2.1856 4.3962 -0.083
H 5.5798 1.4049 7.9506 0.040
H 5.8147 1.9722 6.2787 0.034
H 6.9099 0.7461 6.9724 0.047
H 6.1076 -1.4735 4.9249 0.084
H 6.0399 0.2317 4.4224 0.083
H 3.7924 -1.8297 4.1363 0.106
H 4.8121 -1.2038 2.8282 0.098
H 3.9774 1.1353 3.4231 0.121
H 2.8461 0.3666 4.5583 0.074
H 4.8220 -1.3609 0.0370 0.109
H 7.2407 -1.0038 -0.2963 0.125
H 8.2357 1.2115 0.1299 0.128
H 6.8162 3.0954 0.8538 0.126
H 4.3948 2.7604 1.1861 0.068
H 2.0409 -0.1870 -1.8856 0.141
H 0.4080 -1.8322 -2.8044 0.141
H -0.3099 -3.7629 -1.4476 0.140
H 0.5837 -4.0746 0.8339 0.139
H 2.1931 -2.4587 1.7858 0.110
H -1.2355 1.7111 1.5666 0.051
H -1.8350 4.1187 1.7335 0.121
H -0.7273 5.5573 3.3976 0.128
H 1.0231 4.6441 4.8639 0.129
H 1.6380 2.2699 4.7365 0.116
H -0.8987 0.7875 5.0736 0.106
H -1.7796 -0.5396 6.9475 0.126
H -1.1893 -2.9284 7.1595 0.128
H 0.3538 -3.9670 5.5456 0.123
H 1.2743 -2.6493 3.6898 0.085
N 0.1330 1.7330 -0.6711 -0.043
C 0.2775 2.8709 -1.0073 -0.067
C 0.7379 4.1123 -1.1837 -0.185
C 1.9720 4.2523 -0.5043 -0.149
N 2.9217 4.2464 0.1373 0.230
C 0.1276 5.1920 -1.8516 -0.154
N -0.3698 6.0740 -2.3819 0.243
N -1.6693 -0.5518 0.2550 0.008
C -2.8378 -0.6160 0.1353 -0.021
C -4.2077 -0.5478 0.0082 -0.208
C -4.9279 0.2250 0.9516 0.006
C -6.2748 0.4364 0.7693 -0.025
C -6.9319 -0.1139 -0.3271 0.010
C -6.2382 -0.9076 -1.2355 -0.021
C -4.8885 -1.1325 -1.0807 0.012
H -4.4100 0.6525 1.7959 0.123
H -6.8237 1.0381 1.4784 0.129
H -7.9844 0.0759 -0.4729 0.133
H -6.7603 -1.3440 -2.0727 0.130
H -4.3498 -1.7421 -1.7885 0.127
```

An isolated molecule of C5H6O2. Source: the OMol25 dataset; level of theory: ωB97M-V/def2-TZVPD.

## Properties
* Kohn-Sham gap: 8.7209 eV
* 2S+1: 1
* energy relative to the best compared isomer or geometry (same formula, charge and spin): 692.60 kJ/mol

XYZ file:
```
13
Properties=species:S:1:pos:R:3:nbo_charge:R:1
O 1.7111 1.1643 -1.1239 -0.719
C 1.6837 -0.0426 -0.3741 -0.154
C 0.4752 -0.4878 0.3878 -0.227
C -0.5800 0.3922 0.7448 0.293
C -1.7825 -0.5376 0.9514 -0.393
C -1.0515 -0.4749 -0.3414 0.029
O -1.1041 1.1972 -0.2227 -0.483
H 1.5809 1.9004 -0.5137 0.464
H 2.4754 -0.0413 0.3952 0.194
H 1.9704 -0.8263 -1.0826 0.198
H -2.7565 -0.0617 1.0020 0.237
H -1.6027 -1.4184 1.5589 0.247
H -1.0195 -0.7634 -1.3816 0.315
```

An isolated molecule of C6H6. Source: the OMol25 dataset; level of theory: ωB97M-V/def2-TZVPD.

## Properties
* Kohn-Sham gap (alpha / beta): 8.2618 / 7.0796 eV
* 2S+1: 1
* energy relative to the best compared isomer or geometry (same formula, charge and spin): 718.56 kJ/mol

XYZ file:
```
12
Properties=species:S:1:pos:R:3:nbo_charge:R:1
C 0.8452 -0.1584 -0.5843 0.021
C 1.8872 -0.6071 -1.1887 -0.102
C 3.1780 -0.8595 -1.3177 -0.391
C -0.6180 -0.0597 -0.6938 -0.426
C -1.6918 0.0415 -0.0769 0.200
C -2.6548 0.2454 0.9696 -0.712
H 3.6744 -1.7960 -0.7997 0.207
H 4.0260 -0.3102 -1.8650 0.219
H -0.6554 0.1603 -1.7191 0.265
H -2.2560 -0.0986 1.8722 0.234
H -3.6756 -0.2177 0.8681 0.235
H -2.8588 1.3754 0.8359 0.250
```

A structure of composition C45H70CeClN5O5S. Source: the OMol25 dataset; level of theory: ωB97M-V/def2-TZVPD.

## Properties
* Kohn-Sham gap (alpha / beta): 5.6002 / 5.4586 eV
* 2S+1: 2
* total charge: +1
* energy relative to the best compared isomer or geometry (same formula, charge and spin): 7.03 kJ/mol

XYZ file:
```
128
Properties=species:S:1:pos:R:3:lowdin_spin:R:1
Ce -0.9731 0.2333 0.5093 1.006
C 5.2358 -3.9565 -0.3247 0.000
C 4.0178 -4.8850 -0.3615 -0.003
C 4.0302 -5.7444 0.9162 -0.002
C 4.1203 -5.7902 -1.5970 -0.002
C 2.7135 -4.1051 -0.4027 -0.027
C 2.6594 -2.7581 -0.5483 0.013
C 1.4209 -2.0737 -0.3625 -0.031
N 1.2522 -0.7686 -0.3288 0.029
C 2.1502 0.1637 -0.7363 0.013
C 3.0367 0.0341 -1.8218 0.005
C 3.8995 1.0480 -2.1461 0.009
C 3.9216 2.1844 -1.3032 0.021
C 3.0803 2.3782 -0.2296 0.003
C 2.0960 1.3798 0.0450 0.027
O 1.2172 1.4627 0.9903 0.020
C 3.1651 3.6382 0.6336 -0.001
C 1.8565 4.4406 0.5155 0.000
C 4.3117 4.5548 0.2025 0.000
C 3.4238 3.2427 2.0992 0.000
C 4.7576 0.9521 -3.4071 0.001
C 5.4770 -0.4038 -3.4571 0.000
C 3.8350 1.0891 -4.6305 0.000
C 5.8133 2.0591 -3.4819 0.000
C 0.2262 -2.8196 0.1025 -0.020
O -0.7059 -2.1734 0.6216 -0.043
C 0.2523 -4.2630 -0.0474 -0.013
C 1.4726 -4.8239 -0.2621 0.000
C -0.9812 -5.1734 0.0583 -0.001
C -1.0813 -5.9811 -1.2464 0.000
C -2.3184 -4.4377 0.2332 0.000
C -0.8033 -6.1352 1.2426 -0.001
H 6.1401 -4.5496 -0.1895 0.000
H 5.1689 -3.2499 0.5046 0.000
H 5.3422 -3.3990 -1.2578 0.000
H 5.0151 -6.1927 1.0509 0.000
H 3.3012 -6.5549 0.8720 0.000
H 3.8102 -5.1354 1.7955 0.000
H 5.0501 -6.3605 -1.5686 0.000
H 4.1119 -5.1916 -2.5094 0.000
H 3.2921 -6.4997 -1.6428 0.000
H 3.5493 -2.1684 -0.7109 0.001
H 2.9544 -0.8567 -2.4322 0.000
H 4.6474 2.9532 -1.5209 0.001
H 1.7628 4.8596 -0.4892 0.000
H 1.8588 5.2630 1.2359 0.000
H 0.9914 3.8074 0.7029 0.000
H 4.1857 4.9088 -0.8227 0.000
H 5.2784 4.0548 0.2882 0.000
H 4.3286 5.4279 0.8561 0.000
H 2.5976 2.6644 2.5062 0.000
H 3.5517 4.1381 2.7112 0.000
H 4.3363 2.6478 2.1746 0.000
H 4.7722 -1.2325 -3.5356 0.000
H 6.0827 -0.5483 -2.5603 0.000
H 6.1340 -0.4472 -4.3272 0.000
H 3.0798 0.3013 -4.6488 0.000
H 4.4163 1.0273 -5.5528 0.000
H 3.3245 2.0546 -4.6142 0.000
H 6.4889 2.0293 -2.6245 0.000
H 5.3524 3.0467 -3.5353 0.000
H 6.4086 1.9260 -4.3855 0.000
H 1.5272 -5.9041 -0.3336 0.000
H -1.2072 -5.3094 -2.0976 0.000
H -1.9440 -6.6475 -1.2054 0.000
H -0.1923 -6.5897 -1.4191 0.000
H -2.4659 -3.6962 -0.5530 0.000
H -2.3867 -3.9350 1.1959 0.000
H -3.1265 -5.1704 0.1691 0.000
H 0.0703 -6.7766 1.1167 0.000
H -1.6820 -6.7764 1.3324 0.000
H -0.6871 -5.5813 2.1765 0.000
O 0.6486 -0.6075 2.6335 0.001
H 1.2927 -0.0145 2.2011 0.000
H 0.9925 -1.5032 2.5679 0.000
O -0.3053 1.7511 -1.6596 0.000
H -0.9004 1.1598 -2.1653 0.000
H 0.4643 1.9115 -2.2167 0.000
O -0.8700 1.7398 2.7433 -0.001
H -0.2671 2.4186 2.4112 0.000
H -0.3280 1.1804 3.3164 0.000
Cl -1.9914 -0.6088 -1.7961 -0.002
N -2.4245 2.1826 0.2612 -0.002
S -2.1045 3.6305 -0.3139 0.000
C -3.3184 3.9686 -1.6079 0.000
C -3.6589 5.2707 -1.9447 0.000
C -4.5389 5.4832 -2.9942 0.000
C -5.0553 4.4043 -3.7002 0.000
C -4.6974 3.1081 -3.3587 0.000
C -3.8162 2.8831 -2.3104 0.000
C -2.6975 4.7877 0.9367 0.000
C -1.7507 5.5471 1.6059 0.000
C -2.1455 6.3430 2.6723 0.000
C -3.4761 6.3651 3.0619 0.000
C -4.4195 5.6051 2.3803 0.000
C -4.0319 4.8108 1.3142 0.000
H -3.3837 2.1166 0.5928 0.000
H -3.2537 6.1067 -1.3879 0.000
H -4.8223 6.4923 -3.2622 0.000
H -5.7365 4.5784 -4.5227 0.000
H -5.0978 2.2717 -3.9162 0.000
H -3.5176 1.8763 -2.0390 0.000
H -0.7137 5.5162 1.2911 0.000
H -1.4134 6.9449 3.1940 0.000
H -3.7820 6.9717 3.9041 0.000
H -5.4601 5.6349 2.6748 0.000
H -4.7662 4.2238 0.7736 0.000
C -4.9982 -0.7835 4.2716 0.000
N -3.9101 -1.1885 3.3915 0.000
C -2.5942 -0.9209 3.9447 0.000
C -4.0703 -1.1326 2.0303 0.000
N -3.1447 -0.6324 1.2652 -0.002
N -5.2499 -1.6263 1.5480 0.000
C -5.5515 -1.4515 0.1373 0.000
C -5.8928 -2.7883 2.1504 0.000
H -4.8105 0.2215 4.6633 0.000
H -5.0761 -1.4694 5.1167 0.000
H -5.9431 -0.7661 3.7368 0.000
H -2.5148 -1.4309 4.9052 0.000
H -2.4306 0.1508 4.0974 0.000
H -1.8289 -1.3073 3.2786 0.000
H -3.3432 -0.8428 0.2860 0.000
H -5.3528 -0.4260 -0.1731 0.000
H -6.6105 -1.6519 -0.0145 0.000
H -4.9730 -2.1318 -0.4988 0.000
H -5.4444 -3.0219 3.1103 0.000
H -5.7742 -3.6571 1.4967 0.000
H -6.9586 -2.5994 2.2888 0.000
```

A structure of composition C2H3CuO2. Source: the OMol25 dataset; level of theory: ωB97M-V/def2-TZVPD.

## Properties
* Kohn-Sham gap (alpha / beta): 7.8906 / 7.5358 eV
* 2S+1: 3
* energy relative to the best compared isomer or geometry (same formula, charge and spin): 234.17 kJ/mol

XYZ file:
```
8
Properties=species:S:1:pos:R:3:nbo_charge:R:1
O -1.2138 -2.2550 0.0852 -0.876
C 0.5318 0.3899 -0.7367 0.150
O 1.3489 1.1564 -0.2411 -0.487
C 1.2011 1.7589 1.1046 -0.269
H 1.1132 2.8354 0.9422 0.210
H 0.3125 1.3309 1.5781 0.212
H 2.1170 1.4996 1.6393 0.215
Cu -1.2375 -0.6519 -0.5320 0.844
```

Strongest force on any atom per entry: 2.147; 2.434; 2.344; 0.573; 4.505; 1.669; 2.330 eV/Å